1:
ORCA calculation (wB97M-V/def2-TZVPD) on a cluster of 2 separate species, C4H11NO3 in total.

Bonds (Å) are listed after each position.
Geometry (Å):
1 N -2.259 -0.347 -1.396  C2 1.356, H8 1.002, H9 1.005
2 C -1.315 -0.307 -0.424  N1 1.356, O3 1.223, C4 1.526
3 O -1.506 0.357 0.585  C2 1.223
4 C -0.085 -1.209 -0.497  C2 1.526, C5 1.564, H10 1.084, H11 1.090
5 C 1.126 -0.378 -1.034  C4 1.564, C6 1.530, H12 1.091, H13 1.088
6 C 1.415 0.878 -0.211  C5 1.530, O7 1.419, H14 1.100, H15 1.100
7 O 2.791 1.186 -0.057  C6 1.419, H16 0.964
8 H -2.219 -1.066 -2.093  N1 1.002
9 H -3.068 0.223 -1.215  N1 1.005
10 H 0.204 -1.471 0.514  C4 1.084
11 H -0.357 -2.073 -1.103  C4 1.090
12 H 1.950 -1.049 -0.787  C5 1.091
13 H 1.022 -0.095 -2.080  C5 1.088
14 H 0.993 1.794 -0.650  C6 1.100
15 H 0.902 0.891 0.762  C6 1.100
16 H 3.343 0.476 -0.403  O7 0.964
17 O -1.013 0.464 3.538  H18 0.956, H19 0.950
18 H -0.911 0.411 2.589  O17 0.956
19 H -1.012 1.315 3.961  O17 0.950

Computed properties:
HOMO level, eV: -9.93
Lowest unoccupied orbital energy, eV: 0.6
SMILES: NC(=O)CCCO.O
Charge: 0
Frontier orbital gap, eV: 10.55

***

2:
ORCA calculation (wB97M-V/def2-TZVPD) on a cluster of 2 separate species, C4H11NO3 in total.

Bonds (Å) are listed after each position.
Geometry (Å):
1 C 0.275 -2.185 -0.157  C2 1.519, H8 1.087, H9 1.094, H10 1.094
2 C -0.560 -1.272 0.725  C1 1.519, C3 1.550, N4 1.481, H11 1.090
3 C 0.325 -0.546 1.770  C2 1.550, H12 1.061, H13 1.080, H14 1.081
4 N -1.252 -0.324 -0.178  C2 1.481, C5 1.328, H15 1.002
5 C -0.783 0.874 -0.507  N4 1.328, O6 1.213, O7 1.366
6 O 0.325 1.359 -0.424  C5 1.213
7 O -1.800 1.594 -1.068  C5 1.366, H16 0.970
8 H 0.906 -2.908 0.353  C1 1.087
9 H 0.929 -1.555 -0.768  C1 1.094
10 H -0.375 -2.729 -0.850  C1 1.094
11 H -1.337 -1.742 1.327  C2 1.090
12 H 1.215 -0.210 1.300  C3 1.061
13 H 0.528 -1.291 2.525  C3 1.080
14 H -0.099 0.400 2.077  C3 1.081
15 H -2.253 -0.322 -0.220  N4 1.002
16 H -1.460 2.429 -1.426  O7 0.970
17 O 1.929 3.205 -1.578  H18 0.965, H19 0.969
18 H 1.672 2.485 -2.166  O17 0.965
19 H 1.815 2.738 -0.736  O17 0.969

Computed properties:
HOMO level, eV: -10.39
Lowest unoccupied orbital energy, eV: 0.6
SMILES: CC(C)NC(=O)O.O
Charge: 0
Frontier orbital gap, eV: 11.02

***

Which structure above is the least stable? It is 1.